[1]
{
  "formula": "C9H4F6N2O11S4W",
  "method": "ωB97M-V/def2-TZVPD",
  "symbols": ["W", "F", "C", "F", "F", "S", "O", "O", "N", "S", "O", "O", "C", "F", "F", "F", "O", "S", "O", "O", "C", "C", "C", "C", "C", "C", "S", "O", "O", "O", "H", "H", "H", "H", "O", "C", "N"],
  "positions_angstrom": [[-0.01498, 0.22671, -0.78927], [-4.32954, -0.96793, -3.65394], [-3.13638, -1.28754, -3.25842], [-2.77889, -2.45596, -3.69691], [-2.26073, -0.35328, -3.66701], [-3.03795, -1.16614, -1.35969], [-1.52758, -1.01257, -1.12489], [-3.63520, -2.21887, -0.65646], [-3.65064, 0.29024, -1.16019], [-2.69494, 1.30408, -0.47908], [-2.15033, 0.79542, 0.75694], [-1.46820, 1.56685, -1.34946], [-3.59915, 2.99336, -0.49143], [-4.65097, 2.93422, 0.25884], [-3.88839, 3.18284, -1.75438], [-2.70736, 3.83865, -0.04644], [0.26094, 1.64010, 0.63421], [0.38659, 0.61745, 1.77011], [-0.33024, 0.95851, 2.92651], [-0.06014, -0.59801, 0.96174], [2.00314, 0.01137, 2.21041], [2.38214, 0.17348, 3.52867], [3.46663, -0.54883, 4.02379], [4.14407, -1.44290, 3.21298], [3.77156, -1.60439, 1.87860], [2.69589, -0.89698, 1.38396], [2.42531, -0.91944, -0.37116], [1.13933, -1.56510, -0.85364], [3.58882, -1.32187, -1.04699], [1.96522, 0.53159, -0.53653], [1.81905, 0.84089, 4.16808], [3.76189, -0.42090, 5.05600], [4.97372, -2.01337, 3.60689], [4.32349, -2.26390, 1.22075], [1.39722, 0.39237, -4.84346], [0.95279, 0.38603, -3.79288], [0.46380, 0.37379, -2.66626]],
  "nbo_charge": [2.33, -0.25, 0.83, -0.25, -0.31, 2.19, -0.90, -0.75, -1.12, 2.12, -0.89, -0.85, 0.89, -0.24, -0.26, -0.26, -0.81, 2.37, -0.77, -0.84, -0.36, -0.12, -0.14, -0.13, -0.16, -0.26, 2.36, -0.84, -0.78, -0.85, 0.27, 0.27, 0.27, 0.28, -0.30, 0.96, -0.73],
  "energy_ev": -96350.9975,
  "total_charge": 2,
  "homo_lumo_gap_ev": 6.607,
  "max_force_ha_per_bohr": 0.0910,
  "e_lumo_ev": -10.55,
  "e_homo_ev": -17.15,
  "relative_energy_kcal_mol": 30.69
}



[2]
{
  "formula": "C9H4F6N2O8S2Y",
  "method": "ωB97M-V/def2-TZVPD",
  "symbols": ["Y", "O", "C", "C", "C", "C", "C", "C", "C", "O", "N", "O", "O", "H", "H", "H", "H", "F", "C", "F", "F", "S", "O", "O", "N", "S", "O", "O", "C", "F", "F", "F"],
  "positions_angstrom": [[-0.62684, -0.38391, -1.48898], [1.25496, -1.00341, -1.86828], [2.11916, -1.17841, -0.97168], [1.88826, -1.25161, 0.42702], [3.00036, -1.27771, 1.29962], [2.81256, -1.30251, 2.65612], [1.52346, -1.40101, 3.20882], [0.42296, -1.41781, 2.39272], [0.55276, -1.28631, 0.98802], [-0.50754, -1.19721, 0.24612], [3.97886, -1.17631, 3.54222], [3.75456, -1.11791, 4.72142], [5.05406, -1.11451, 3.00452], [3.16346, -1.30221, -1.30518], [4.00636, -1.23351, 0.90612], [1.43126, -1.44361, 4.28592], [-0.57884, -1.49221, 2.78962], [-4.23464, -0.15441, -4.19738], [-3.65634, 0.70959, -3.40068], [-2.35564, 0.83989, -3.77758], [-4.25024, 1.87529, -3.46448], [-3.40834, 0.00059, -1.67258], [-2.47854, -1.09461, -2.02498], [-4.58434, -0.32981, -0.98758], [-2.48004, 1.07199, -0.91398], [-1.55544, 2.21779, -1.50588], [-2.17134, 3.30919, -2.13498], [-0.41764, 1.55969, -2.17938], [-0.63464, 2.64809, 0.08442], [0.03816, 1.45449, 0.31302], [0.27516, 3.56549, -0.12688], [-1.33584, 2.90699, 1.15482]],
  "lowdin_charge": [1.45, -0.10, -0.09, -0.10, 0.08, -0.11, 0.06, 0.04, -0.29, -0.17, -0.36, 0.12, 0.11, 0.16, 0.14, 0.14, 0.13, 0.21, -0.64, 0.09, 0.21, 0.72, -0.36, -0.16, -0.31, 0.68, -0.16, -0.37, -0.60, 0.06, 0.21, 0.22],
  "energy_ev": -67767.5284,
  "total_charge": 1,
  "homo_lumo_gap_ev": 8.149,
  "max_force_ha_per_bohr": 0.0716,
  "e_lumo_ev": -4.91,
  "e_homo_ev": -13.06
}